[1]
{"formula": "C32H28AsN4O4S3Ta", "method": "ωB97M-V/def2-TZVPD", "symbols": ["Ta", "S", "C", "C", "C", "C", "C", "C", "As", "C", "C", "C", "C", "C", "C", "C", "C", "C", "C", "C", "C", "H", "H", "H", "H", "H", "H", "H", "H", "H", "H", "H", "H", "H", "H", "N", "N", "C", "N", "S", "H", "H", "H", "H", "H", "S", "C", "C", "C", "C", "C", "C", "H", "H", "H", "H", "H", "O", "C", "O", "C", "C", "C", "C", "C", "C", "N", "O", "O", "H", "H", "H", "H"], "positions_angstrom": [[0.252, -0.427, -0.153], [0.208, 0.134, 2.106], [1.750, 0.804, 2.721], [1.813, 0.974, 4.099], [2.984, 1.435, 4.681], [4.089, 1.729, 3.897], [4.022, 1.569, 2.522], [2.852, 1.112, 1.928], [2.706, 0.885, 0.030], [2.753, 2.664, -0.712], [2.319, 3.753, 0.035], [2.308, 5.018, -0.537], [2.726, 5.194, -1.850], [3.161, 4.104, -2.595], [3.173, 2.837, -2.028], [4.347, 0.113, -0.616], [5.485, 0.915, -0.696], [6.685, 0.363, -1.116], [6.751, -0.980, -1.465], [5.615, -1.773, -1.403], [4.411, -1.228, -0.978], [0.955, 0.734, 4.713], [3.032, 1.555, 5.755], [5.005, 2.074, 4.354], [4.892, 1.787, 1.918], [2.006, 3.624, 1.065], [1.989, 5.870, 0.049], [2.734, 6.184, -2.286], [3.517, 4.247, -3.607], [3.552, 1.996, -2.600], [5.440, 1.969, -0.451], [7.569, 0.983, -1.173], [7.690, -1.406, -1.792], [5.665, -2.817, -1.681], [3.532, -1.856, -0.919], [0.404, -0.320, -2.531], [0.271, 0.933, -3.146], [-0.182, 1.990, -2.451], [-0.352, 3.130, -3.095], [-0.549, 1.897, -0.787], [1.302, -0.725, -2.793], [-0.330, -0.952, -2.857], [0.399, 0.975, -4.148], [-0.135, 3.247, -4.073], [-0.640, 3.947, -2.579], [-1.843, -1.313, -0.070], [-3.400, -0.570, 0.302], [-3.488, 0.635, 0.991], [-4.744, 1.148, 1.270], [-5.884, 0.468, 0.860], [-5.779, -0.737, 0.178], [-4.533, -1.273, -0.100], [-2.598, 1.148, 1.326], [-4.833, 2.077, 1.815], [-6.861, 0.876, 1.083], [-6.669, -1.269, -0.130], [-4.439, -2.220, -0.615], [0.464, -4.009, -1.202], [1.149, -3.442, -0.415], [1.204, -2.041, -0.444], [1.994, -4.016, 0.650], [2.192, -5.396, 0.683], [2.989, -5.956, 1.669], [3.587, -5.149, 2.629], [3.367, -3.784, 2.576], [2.581, -3.199, 1.609], [4.002, -2.901, 3.577], [4.660, -3.421, 4.442], [3.843, -1.701, 3.436], [1.720, -6.017, -0.066], [3.146, -7.025, 1.695], [4.212, -5.561, 3.408], [2.439, -2.130, 1.629]], "forces_ev_per_angstrom": [[-0.052, -0.221, -0.178], [0.204, -0.010, 0.178], [-0.028, 0.029, 0.049], [0.006, 0.019, 0.011], [-0.026, -0.006, -0.002], [-0.001, -0.008, -0.007], [0.025, -0.011, 0.015], [-0.014, -0.021, -0.029], [0.032, 0.114, 0.018], [0.012, -0.019, -0.004], [0.000, 0.014, 0.004], [-0.003, -0.003, 0.003], [0.004, -0.003, -0.002], [-0.004, 0.005, -0.002], [-0.013, 0.016, -0.021], [0.005, 0.022, -0.015], [0.018, 0.006, -0.006], [0.002, -0.016, -0.003], [-0.004, 0.008, -0.008], [-0.003, -0.004, -0.002], [-0.015, -0.038, 0.052], [0.003, -0.006, 0.001], [0.000, -0.004, -0.001], [-0.001, 0.005, 0.003], [0.009, 0.015, -0.033], [0.001, -0.003, 0.000], [0.000, 0.001, 0.000], [0.001, 0.001, 0.000], [0.001, -0.002, 0.000], [-0.009, 0.006, 0.002], [0.002, -0.010, 0.024], [0.002, -0.001, 0.001], [-0.001, -0.002, 0.000], [0.002, 0.004, 0.002], [0.004, 0.000, 0.010], [0.184, 0.034, 0.018], [0.019, -0.006, 0.008], [-0.006, 0.003, 0.015], [0.005, 0.000, 0.004], [-0.095, 0.003, -0.073], [0.006, -0.001, 0.011], [0.027, -0.020, -0.029], [-0.018, 0.006, 0.005], [0.001, -0.001, 0.000], [0.002, -0.004, -0.001], [-0.109, -0.213, 0.032], [0.046, 0.105, -0.024], [-0.007, 0.016, -0.003], [-0.006, 0.001, 0.004], [0.003, 0.000, 0.000], [0.006, 0.001, 0.004], [-0.005, 0.021, 0.015], [0.011, 0.004, 0.003], [-0.001, -0.001, -0.001], [-0.002, -0.002, 0.000], [-0.002, 0.001, 0.002], [-0.001, -0.001, -0.002], [0.062, 0.002, -0.068], [0.036, 0.102, 0.154], [-0.371, 0.101, -0.106], [0.012, -0.006, -0.020], [-0.004, -0.023, 0.021], [-0.013, 0.005, -0.005], [-0.018, -0.003, 0.011], [-0.029, 0.007, 0.030], [0.024, -0.025, -0.026], [0.177, 0.021, -0.140], [-0.045, -0.029, 0.070], [-0.086, 0.000, 0.043], [0.002, 0.003, -0.004], [0.002, 0.000, -0.002], [0.002, 0.001, -0.002], [0.031, 0.018, -0.005]], "lowdin_charge": [0.87, 0.61, -0.63, -0.10, -0.04, -0.04, -0.07, -0.41, 1.27, -0.42, -0.11, -0.06, -0.06, -0.07, -0.13, -0.37, -0.11, -0.05, -0.05, -0.06, -0.11, 0.11, 0.12, 0.12, 0.11, 0.11, 0.12, 0.12, 0.11, 0.11, 0.11, 0.12, 0.12, 0.12, 0.07, -0.04, -0.02, -0.76, 0.17, 0.68, 0.13, 0.13, 0.18, 0.14, 0.13, 0.69, -0.59, -0.12, -0.05, -0.04, -0.05, -0.10, 0.06, 0.12, 0.12, 0.12, 0.11, 0.16, -0.47, -0.37, -0.13, 0.03, -0.01, 0.04, -0.11, 0.05, -0.33, 0.13, 0.07, 0.13, 0.12, 0.13, 0.10], "de_lowest_kcal_mol": 16.6, "e_tot_ev": -142671.3220, "orbital_gap_ev": 6.8375, "homo_ev": -13.84, "charge": 2}



[2]
{"formula": "C32H28BF5N7RuS", "method": "ωB97M-V/def2-TZVPD", "symbols": ["Ru", "B", "N", "C", "C", "C", "N", "N", "C", "C", "C", "N", "H", "H", "H", "H", "H", "H", "H", "H", "N", "C", "C", "C", "C", "C", "C", "H", "H", "H", "H", "H", "H", "H", "C", "C", "C", "C", "C", "C", "C", "C", "H", "H", "H", "H", "H", "S", "C", "C", "C", "N", "C", "C", "C", "C", "C", "N", "C", "C", "H", "H", "H", "H", "H", "H", "H", "H", "F", "C", "F", "C", "F", "F", "F"], "positions_angstrom": [[-0.474, -0.248, 1.202], [-2.729, -2.673, 2.932], [-1.498, -3.073, 2.049], [-1.161, -4.360, 1.930], [0.053, -4.455, 1.272], [0.397, -3.139, 1.008], [-0.554, -2.311, 1.473], [-3.015, -1.151, 2.963], [-3.895, -0.590, 3.795], [-4.050, 0.744, 3.451], [-3.192, 0.924, 2.375], [-2.588, -0.236, 2.077], [-2.508, -3.029, 4.060], [-3.693, -3.235, 2.465], [-1.796, -5.132, 2.329], [0.609, -5.345, 1.031], [1.277, -2.759, 0.521], [-4.369, -1.169, 4.570], [-4.680, 1.477, 3.923], [-2.982, 1.810, 1.801], [-2.093, -0.453, -0.740], [-2.174, 0.385, -1.924], [-1.184, 1.318, -2.194], [-1.281, 2.134, -3.313], [-2.357, 2.010, -4.178], [-3.343, 1.069, -3.918], [-3.255, 0.264, -2.793], [-2.939, -0.346, -0.191], [-2.062, -1.431, -1.012], [-0.352, 1.410, -1.515], [-0.514, 2.874, -3.503], [-2.430, 2.643, -5.053], [-4.185, 0.961, -4.590], [-4.033, -0.463, -2.586], [-0.437, 1.686, 0.991], [-0.516, 2.889, 0.790], [-0.635, 4.268, 0.461], [-1.902, 4.839, 0.285], [-2.026, 6.168, -0.080], [-0.893, 6.948, -0.269], [0.367, 6.397, -0.079], [0.500, 5.068, 0.282], [-2.780, 4.225, 0.439], [-3.009, 6.601, -0.214], [-0.994, 7.983, -0.568], [1.248, 7.012, -0.215], [1.478, 4.630, 0.435], [4.565, -0.986, -3.352], [3.197, -0.798, -2.249], [1.947, -1.338, -2.542], [0.914, -1.187, -1.648], [1.032, -0.522, -0.496], [2.234, 0.012, -0.216], [3.328, -0.111, -1.044], [5.110, -2.590, -2.768], [5.973, -2.686, -1.684], [6.285, -3.950, -1.207], [5.800, -5.070, -1.732], [4.984, -4.967, -2.776], [4.608, -3.754, -3.332], [1.795, -1.872, -3.471], [-0.060, -1.607, -1.859], [2.305, 0.568, 0.710], [4.277, 0.328, -0.769], [6.397, -1.799, -1.235], [6.955, -4.074, -0.364], [4.617, -5.902, -3.184], [3.951, -3.714, -4.191], [0.973, -1.225, 3.506], [0.574, -0.001, 3.033], [1.751, 0.686, 2.800], [-0.067, 0.696, 4.238], [0.816, 0.847, 5.234], [-1.088, -0.033, 4.708], [-0.526, 1.910, 3.916]], "forces_ev_per_angstrom": [[-2.828, -0.442, -0.167], [-0.191, -0.039, 0.034], [0.005, -0.184, 0.005], [0.080, 0.004, -0.040], [0.059, 0.065, -0.040], [-0.165, -0.323, 0.055], [0.418, -0.283, -0.357], [-0.086, 0.072, 0.206], [0.022, 0.015, -0.141], [-0.001, 0.073, -0.084], [-0.310, -0.052, 0.098], [1.666, 0.434, 0.044], [-0.021, -0.003, 0.066], [-0.016, -0.075, -0.046], [-0.042, 0.063, 0.051], [-0.020, 0.002, 0.006], [-0.015, 0.060, 0.029], [0.026, -0.058, -0.032], [-0.001, -0.018, -0.001], [0.147, -0.017, 0.053], [0.643, 0.030, 0.151], [-0.064, 0.032, -0.161], [0.004, -0.097, 0.073], [-0.010, -0.010, -0.048], [-0.004, 0.022, -0.027], [-0.021, -0.026, 0.000], [0.004, -0.026, 0.030], [-0.002, 0.006, 0.198], [-0.083, -0.056, 0.031], [-0.002, 0.087, 0.047], [0.009, -0.019, 0.012], [0.004, 0.005, 0.013], [-0.002, 0.013, 0.011], [0.011, -0.004, 0.018], [0.057, 0.563, -0.172], [0.114, -0.431, 0.004], [-0.073, 0.293, -0.048], [0.141, -0.032, 0.042], [-0.018, 0.048, -0.017], [-0.021, 0.010, -0.022], [-0.001, 0.067, -0.007], [-0.091, -0.067, 0.010], [-0.011, 0.001, -0.022], [0.002, -0.017, -0.015], [0.010, 0.006, 0.036], [0.013, -0.027, 0.001], [0.005, -0.002, -0.020], [0.353, -0.070, -0.274], [-0.574, 0.004, 0.583], [0.501, 0.046, -0.323], [-0.600, 0.033, 0.344], [0.981, 0.491, 1.203], [-0.213, 0.164, 0.091], [0.270, -0.090, -0.523], [-0.219, -0.026, 0.182], [0.008, 0.072, -0.150], [0.014, -0.064, -0.034], [0.030, -0.129, 0.056], [0.071, -0.021, 0.029], [0.084, 0.128, -0.069], [-0.083, -0.010, 0.023], [0.037, -0.048, -0.011], [-0.014, -0.071, -0.032], [-0.033, 0.030, 0.050], [-0.031, -0.008, 0.038], [-0.007, 0.055, 0.005], [-0.031, 0.033, -0.032], [-0.036, -0.007, 0.030], [0.001, 0.025, 0.112], [0.289, -0.437, -1.382], [0.036, 0.096, 0.146], [-0.345, 0.187, -0.040], [0.022, -0.027, 0.006], [0.104, 0.075, -0.006], [0.041, -0.097, 0.119]], "lowdin_charge": [1.22, -0.41, -0.06, -0.09, -0.05, -0.15, -0.11, -0.09, -0.09, -0.05, -0.15, -0.05, 0.07, 0.07, 0.13, 0.10, 0.09, 0.13, 0.10, 0.09, 0.05, -0.30, -0.05, -0.07, -0.09, -0.09, -0.04, 0.07, 0.09, 0.07, 0.11, 0.10, 0.10, 0.11, -0.20, -0.09, -0.25, -0.04, -0.09, -0.09, -0.09, -0.04, 0.11, 0.10, 0.10, 0.10, 0.11, 0.99, -0.51, -0.05, -0.13, -0.03, -0.10, -0.05, -0.51, -0.08, -0.14, 0.06, -0.14, -0.08, 0.11, 0.11, 0.10, 0.11, 0.11, 0.11, 0.11, 0.10, 0.03, -0.42, 0.00, -0.60, 0.16, 0.15, 0.14], "de_lowest_kcal_mol": 0.0, "spin_multiplicity": 2, "e_tot_ev": -71749.3477, "orbital_gap_ev": [7.3834, 6.6551], "homo_ev": [-7.98, -8.04], "charge": 0}



[3]
{"formula": "C32H28ClF3N5NaO2S3", "method": "ωB97M-V/def2-TZVPD", "symbols": ["Na", "Cl", "C", "C", "C", "C", "O", "C", "C", "N", "C", "C", "C", "C", "C", "C", "C", "C", "N", "C", "C", "H", "H", "H", "H", "H", "H", "H", "H", "H", "H", "S", "C", "S", "C", "C", "N", "C", "N", "C", "C", "C", "S", "O", "C", "C", "C", "H", "H", "H", "H", "H", "H", "H", "H", "H", "H", "H", "H", "H", "H", "F", "C", "F", "F", "C", "C", "C", "N", "C", "C", "H", "H", "H", "H"], "positions_angstrom": [[-0.225, 0.640, 0.269], [-3.330, -3.332, 5.612], [-2.719, -2.217, 4.417], [-3.485, -1.103, 4.060], [-2.962, -0.186, 3.198], [-1.646, -0.306, 2.631], [-1.145, 0.625, 1.969], [-0.948, -1.542, 2.923], [0.273, -1.909, 2.300], [0.768, -1.363, 1.244], [1.874, -1.849, 0.612], [2.492, -3.075, 0.866], [3.625, -3.493, 0.178], [4.190, -2.704, -0.792], [3.586, -1.479, -1.127], [4.085, -0.647, -2.152], [3.411, 0.504, -2.472], [2.251, 0.822, -1.755], [1.777, 0.085, -0.783], [2.410, -1.048, -0.447], [-1.488, -2.435, 3.861], [-4.470, -0.971, 4.485], [-3.526, 0.691, 2.916], [0.771, -2.763, 2.788], [2.078, -3.741, 1.609], [4.062, -4.458, 0.411], [5.082, -3.018, -1.322], [4.991, -0.935, -2.674], [3.758, 1.158, -3.261], [1.698, 1.725, -1.979], [-0.932, -3.329, 4.121], [-0.524, 3.564, -1.402], [-2.140, 3.260, -1.854], [-2.998, 2.117, -0.932], [-2.744, 3.916, -2.934], [-4.045, 3.623, -3.338], [-5.109, 3.393, -3.728], [-2.077, 4.845, -3.729], [-1.562, 5.607, -4.431], [-0.645, 1.230, -4.306], [-1.670, 0.118, -4.485], [-1.241, -1.139, -3.750], [-1.313, -0.909, -1.906], [-0.657, -2.123, -1.401], [-3.150, -1.176, -1.748], [-3.476, -2.357, -0.857], [-3.234, -3.680, -1.574], [-0.945, 2.121, -4.855], [0.336, 0.913, -4.659], [-0.564, 1.492, -3.253], [-1.796, -0.111, -5.550], [-2.632, 0.462, -4.098], [-0.194, -1.373, -3.950], [-1.853, -2.006, -4.002], [-3.595, -1.294, -2.735], [-3.508, -0.247, -1.307], [-4.520, -2.284, -0.538], [-2.848, -2.304, 0.034], [-3.826, -3.740, -2.488], [-3.497, -4.518, -0.934], [-2.183, -3.756, -1.829], [5.057, 3.825, 5.129], [3.743, 3.501, 5.264], [3.716, 2.650, 6.319], [3.141, 4.624, 5.688], [3.156, 2.920, 4.023], [2.059, 3.494, 3.378], [1.586, 2.889, 2.226], [2.123, 1.794, 1.706], [3.153, 1.243, 2.331], [3.717, 1.756, 3.483], [1.600, 4.388, 3.771], [0.745, 3.293, 1.684], [3.545, 0.343, 1.875], [4.564, 1.286, 3.961]], "forces_ev_per_angstrom": [[0.550, 0.797, -1.598], [-0.204, -0.267, 0.230], [0.371, -0.284, 0.036], [0.124, 0.188, -0.094], [-0.291, 0.091, 0.044], [0.093, -0.151, 0.262], [-0.766, 0.070, 1.414], [-0.426, 0.317, 0.172], [0.535, -0.268, -0.263], [-0.923, 0.427, 0.574], [0.900, -1.043, -0.130], [-0.628, 0.551, 0.201], [0.549, 0.065, -0.432], [0.044, -0.328, 0.184], [-0.253, 0.199, 0.104], [-0.210, 0.394, -0.126], [0.605, -0.476, -0.083], [-0.252, 0.150, 0.187], [-0.077, 0.365, -0.413], [0.638, -0.580, -0.145], [-0.174, -0.049, 0.065], [-0.056, 0.011, 0.014], [-0.022, 0.110, -0.057], [0.015, 0.019, -0.122], [-0.086, -0.002, 0.051], [0.008, 0.008, 0.017], [0.009, -0.021, -0.027], [-0.028, -0.016, -0.027], [-0.029, 0.023, 0.016], [-0.187, 0.165, -0.069], [0.010, -0.008, 0.033], [0.909, 0.279, -0.015], [0.218, -0.424, 0.744], [-0.499, -0.271, 0.072], [0.248, -0.199, 0.354], [-0.918, -0.309, -0.257], [-0.205, 0.024, -0.097], [0.616, 0.628, -0.523], [0.036, 0.133, -0.113], [-0.228, -0.049, -0.048], [0.139, 0.059, -0.102], [-0.115, 0.462, 0.418], [-1.287, 0.228, -1.652], [0.975, -1.338, 0.877], [0.127, 0.404, 0.305], [0.286, -0.195, -0.169], [-0.023, 0.009, 0.214], [0.046, 0.136, 0.071], [0.154, -0.048, -0.085], [0.061, 0.216, 0.028], [-0.088, -0.018, 0.093], [-0.099, 0.019, -0.092], [0.066, -0.025, 0.087], [0.001, -0.084, 0.206], [0.051, 0.087, -0.102], [-0.049, 0.046, -0.188], [0.078, 0.103, 0.008], [-0.087, -0.072, 0.110], [-0.107, -0.025, -0.094], [-0.063, -0.196, 0.039], [0.096, -0.086, -0.074], [-0.146, -0.122, -0.345], [0.581, 0.318, 0.887], [-0.196, -0.167, -0.278], [-0.255, -0.001, -0.263], [-0.352, -0.345, -0.700], [0.641, -0.054, 0.654], [-0.108, -0.056, -0.231], [-0.136, 0.048, 0.046], [0.087, -0.096, -0.054], [-0.169, 0.570, 0.385], [-0.071, 0.028, -0.034], [-0.203, 0.152, -0.076], [0.101, -0.132, -0.004], [0.045, -0.094, -0.018]], "lowdin_charge": [0.13, 0.58, -0.71, -0.13, 0.00, -0.38, -0.09, -0.14, -0.08, 0.11, -0.21, -0.02, -0.10, -0.07, -0.16, -0.03, -0.04, -0.11, 0.11, -0.17, -0.10, 0.09, 0.11, 0.11, 0.09, 0.09, 0.10, 0.11, 0.10, 0.07, 0.10, 0.42, -1.29, 0.49, -0.46, -0.33, 0.09, -0.33, 0.09, -0.12, -0.29, -0.32, 0.91, -0.53, -0.34, -0.29, -0.12, 0.08, 0.07, 0.01, 0.10, 0.10, 0.08, 0.08, 0.09, -0.02, 0.11, 0.10, 0.07, 0.06, 0.05, 0.12, -0.57, 0.12, 0.13, -0.12, 0.02, -0.09, 0.11, -0.11, 0.00, 0.12, 0.10, 0.11, 0.12], "de_lowest_kcal_mol": 25.4, "e_tot_ev": -102784.2358, "orbital_gap_ev": 4.4791, "homo_ev": -1.02, "charge": -2}